# 1
{"formula": "C29H40O27", "method": "the ωB97M-V functional and the def2-TZVPD basis", "homo_lumo_gap_ha": 0.3833, "smiles": "C[C@H]1COC(=O)O1.C[C@H]1COC(=O)O1.O=C1OCCO1.O=C1OCCO1.O=C1OCCO1.O=C1OCCO1.O=C1OCCO1.O=C1OCCO1.O=C1OCCO1", "charge": 0, "species": ["C", "C", "O", "C", "O", "O", "H", "H", "H", "H", "C", "C", "O", "C", "O", "O", "H", "H", "H", "H", "C", "C", "O", "C", "O", "O", "H", "H", "H", "H", "C", "C", "O", "C", "O", "O", "H", "H", "H", "H", "C", "C", "O", "C", "O", "O", "H", "H", "H", "H", "C", "C", "O", "C", "O", "O", "H", "H", "H", "H", "C", "C", "O", "C", "O", "O", "H", "H", "H", "H", "C", "C", "C", "O", "C", "O", "O", "H", "H", "H", "H", "H", "H", "C", "C", "C", "O", "C", "O", "O", "H", "H", "H", "H", "H", "H"], "xyz": [[4.442, 2.828, 3.404], [3.903, 1.516, 2.828], [4.975, 1.137, 1.983], [6.120, 1.649, 2.434], [7.213, 1.341, 2.086], [5.839, 2.581, 3.394], [4.061, 2.958, 4.415], [4.252, 3.678, 2.749], [2.979, 1.620, 2.274], [3.768, 0.785, 3.629], [0.424, -1.395, 4.782], [0.331, -2.885, 4.474], [1.526, -3.117, 3.726], [1.826, -1.978, 3.066], [2.516, -1.962, 2.099], [1.164, -0.929, 3.637], [1.027, -1.227, 5.671], [-0.602, -1.038, 4.723], [-0.487, -3.207, 3.827], [0.330, -3.495, 5.377], [-2.071, -1.029, -6.074], [-3.221, -1.235, -5.084], [-2.937, -0.270, -4.072], [-1.790, 0.341, -4.313], [-1.384, 1.270, -3.682], [-1.160, -0.166, -5.401], [-2.484, -0.550, -6.966], [-1.617, -1.960, -6.406], [-3.216, -2.248, -4.683], [-4.181, -0.979, -5.524], [1.948, -0.600, -4.081], [3.055, -1.386, -4.821], [2.733, -2.755, -4.604], [1.678, -2.866, -3.814], [1.180, -3.885, -3.428], [1.250, -1.641, -3.423], [1.267, -0.070, -4.747], [2.438, 0.129, -3.434], [4.040, -1.250, -4.373], [3.038, -1.108, -5.874], [0.087, -0.265, -0.656], [0.350, 0.394, 0.683], [-0.769, -0.084, 1.437], [-1.041, -1.342, 0.995], [-1.786, -2.137, 1.467], [-0.375, -1.505, -0.169], [0.989, -0.377, -1.249], [-0.606, 0.374, -1.214], [0.416, 1.482, 0.667], [1.295, 0.143, 1.172], [1.920, 4.366, -0.960], [2.907, 4.382, 0.219], [3.543, 3.084, 0.116], [2.797, 2.311, -0.667], [3.014, 1.181, -1.007], [1.711, 2.972, -1.108], [2.432, 4.784, -1.829], [1.050, 4.976, -0.743], [2.432, 4.446, 1.197], [3.686, 5.139, 0.172], [0.878, 2.262, 3.893], [0.027, 3.292, 4.616], [-0.673, 3.907, 3.525], [-0.036, 3.668, 2.384], [-0.356, 4.090, 1.320], [1.027, 2.828, 2.605], [0.413, 1.279, 3.879], [1.866, 2.275, 4.350], [0.644, 4.029, 5.132], [-0.657, 2.840, 5.329], [-1.911, -4.361, -1.424], [-2.106, -4.372, -2.936], [-1.911, -5.774, -3.548], [-3.029, -5.907, -4.425], [-3.951, -4.960, -4.123], [-5.052, -4.970, -4.576], [-3.478, -4.100, -3.215], [-0.847, -4.398, -1.188], [-2.345, -5.202, -0.874], [-2.400, -3.502, -0.964], [-1.402, -3.683, -3.404], [-1.859, -6.532, -2.767], [-1.012, -5.784, -4.163], [-2.884, 1.520, 3.302], [-3.299, 2.092, 1.959], [-3.807, 1.040, 0.958], [-5.182, 1.356, 0.763], [-5.569, 2.358, 1.547], [-6.693, 2.756, 1.584], [-4.531, 2.827, 2.246], [-1.888, 1.077, 3.311], [-3.659, 0.860, 3.680], [-2.770, 2.374, 3.976], [-2.701, 2.893, 1.527], [-3.821, 0.041, 1.401], [-3.252, 0.952, 0.026]], "atomic_forces_ev_per_a": [[-0.382, -0.649, -0.321], [0.163, 0.530, 0.252], [-0.382, -0.873, -0.586], [0.263, 0.158, 0.394], [-0.273, 0.195, 0.053], [0.496, 0.187, 0.295], [0.344, 0.415, 0.056], [-0.237, 0.090, 0.190], [0.143, -0.066, -0.277], [0.085, -0.172, -0.132], [-0.270, -1.253, -1.243], [0.350, -0.604, 0.321], [0.116, 0.017, 0.208], [-0.316, -0.890, -0.129], [0.065, 0.853, 0.263], [0.302, 0.213, -0.179], [-0.408, 0.360, 0.209], [0.272, 0.788, 0.497], [-0.274, 0.465, 0.159], [0.134, -0.033, -0.098], [-0.818, -0.157, -0.766], [0.334, -0.256, -0.224], [-0.541, -0.439, 0.293], [0.435, 0.968, 0.050], [0.324, -0.289, 0.104], [-0.177, -0.259, -0.080], [0.430, 0.272, 0.003], [0.344, 0.078, 0.320], [-0.244, 0.254, 0.283], [-0.058, -0.216, 0.088], [0.959, -0.055, -0.705], [0.001, 0.649, 0.157], [0.116, -0.339, -0.882], [-0.513, 0.067, 1.023], [0.134, 0.306, -0.428], [-0.575, 0.032, 0.576], [-0.008, -0.155, -0.006], [-0.513, -0.257, 0.571], [-0.029, 0.271, -0.222], [0.289, -0.489, -0.049], [1.425, 1.353, 0.844], [0.923, 1.175, -0.251], [-0.251, -0.228, 0.954], [0.497, 1.025, -1.466], [0.035, -0.023, 0.681], [-1.010, -1.376, -0.659], [-0.044, -0.332, 0.100], [-0.528, -0.745, -0.071], [-0.896, -0.019, -0.170], [-0.141, -0.820, -0.115], [1.308, 0.797, 0.903], [0.135, -0.055, 0.123], [0.204, 0.368, 0.196], [-0.285, -0.890, -0.965], [0.202, 0.409, 0.679], [-0.800, 0.398, -0.442], [-0.178, -0.264, -0.267], [-0.436, -0.613, -0.050], [-0.194, -0.085, -0.069], [-0.028, -0.002, -0.213], [0.519, 0.553, 1.105], [0.109, -0.152, -0.097], [-0.402, 0.257, 0.714], [0.167, -0.460, -0.216], [0.296, 0.071, -0.066], [-0.572, 0.286, -0.657], [0.215, -0.021, -0.347], [-0.061, -0.638, -0.007], [-0.135, 0.177, -0.108], [-0.253, 0.148, -0.168], [0.024, 0.003, 0.282], [0.440, -1.224, 1.334], [0.578, 0.950, -0.366], [-0.025, -0.059, 0.306], [-0.403, -1.118, -0.142], [0.061, 0.494, -0.060], [-0.038, 0.667, -0.326], [0.005, 0.391, -0.025], [-0.203, -0.279, -0.605], [0.432, 0.306, -0.172], [-0.454, 0.412, -0.106], [-0.332, -0.251, -0.242], [0.058, -0.265, 0.156], [0.844, 1.125, 0.108], [-1.407, 0.195, 0.154], [0.087, -0.774, 0.528], [0.285, -0.460, -1.001], [-0.436, 0.192, -0.132], [0.226, 0.197, 0.280], [-0.035, 0.270, 0.379], [-0.222, -0.504, -0.378], [0.124, -0.171, -0.023], [-0.378, -0.052, 0.125], [0.731, -0.544, 0.054], [0.353, 0.041, 0.111], [-0.222, 0.451, -0.171]]}

---

# 2
{"formula": "C5H7NO", "method": "the ωB97M-V functional and the def2-TZVPD basis", "homo_lumo_gap_ha": 0.3115, "charge": 0, "species": ["C", "C", "C", "C", "O", "C", "N", "H", "H", "H", "H", "H", "H", "H"], "xyz": [[1.765, -0.145, -0.298], [0.388, 0.208, 0.266], [-0.633, 0.551, -0.844], [-1.989, 1.025, -0.512], [-2.056, -2.201, 1.787], [-0.216, -0.884, 1.068], [-1.145, -1.512, 1.398], [2.484, -0.341, 0.502], [2.128, 0.697, -0.898], [1.712, -1.032, -0.938], [0.487, 1.077, 0.931], [-0.301, 1.449, -1.413], [-0.664, -0.242, -1.606], [-1.960, 1.349, 0.556]], "atomic_forces_ev_per_a": [[0.024, -0.021, -0.015], [-0.022, 0.072, 0.051], [-0.203, -0.071, 0.054], [0.420, 0.038, 0.059], [0.243, 0.071, -0.004], [-0.928, -0.436, 0.159], [0.698, 0.367, -0.164], [-0.111, 0.031, -0.121], [0.001, -0.159, 0.093], [-0.013, 0.147, 0.088], [-0.032, -0.127, -0.119], [-0.064, -0.035, 0.044], [0.031, 0.164, 0.059], [-0.044, -0.041, -0.184]]}

---

# 3
{"formula": "C4H9NO2", "method": "the ωB97M-V functional and the def2-TZVPD basis", "homo_lumo_gap_ha": 0.2013, "charge": 0, "species": ["C", "O", "C", "C", "C", "N", "O", "H", "H", "H", "H", "H", "H", "H", "H", "H"], "xyz": [[-0.505, 0.503, 1.629], [-1.306, 1.523, 1.595], [0.352, 0.601, 0.328], [1.587, -0.224, 0.326], [0.381, -0.573, -0.654], [0.660, -0.101, -1.995], [-0.254, -1.622, -0.435], [-0.974, -0.511, 1.599], [0.186, 0.527, 2.495], [-3.181, 0.178, -0.352], [0.352, 1.572, -0.157], [-2.575, -0.241, -0.315], [2.473, 0.152, -0.165], [1.693, -0.957, 1.109], [-0.202, -0.117, -2.535], [1.313, -0.710, -2.474]], "atomic_forces_ev_per_a": [[-1.360, -1.119, 1.160], [0.269, 0.464, -0.391], [2.546, 0.395, 1.154], [-0.219, 2.358, 1.187], [-1.881, -2.163, -2.703], [-0.406, 0.262, 0.157], [0.507, 0.406, 0.232], [-0.026, 0.133, -0.215], [0.326, 0.038, -0.235], [-0.120, 0.102, -0.017], [0.134, -0.148, -0.301], [0.079, -0.147, -0.017], [0.137, -0.192, -0.086], [-0.107, -0.218, -0.128], [0.019, -0.074, 0.069], [0.103, -0.099, 0.135]]}

---

# 4
{"formula": "C30H21BrN3O6SeSn", "method": "the ωB97M-V functional and the def2-TZVPD basis", "homo_lumo_gap_ha": 0.2133, "charge": -1, "species": ["Sn", "O", "C", "C", "C", "C", "C", "C", "C", "O", "N", "O", "O", "H", "H", "H", "H", "C", "C", "C", "C", "N", "C", "C", "C", "C", "C", "C", "N", "H", "H", "H", "H", "H", "H", "H", "H", "Br", "C", "C", "C", "C", "C", "C", "C", "O", "O", "H", "H", "H", "H", "Se", "C", "C", "C", "C", "C", "C", "H", "H", "H", "H", "H"], "xyz": [[0.376, 0.187, 0.608], [-1.040, 1.258, 2.646], [-1.512, 2.386, 2.636], [-1.967, 3.153, 1.490], [-2.545, 4.391, 1.771], [-3.056, 5.176, 0.766], [-3.005, 4.741, -0.575], [-2.446, 3.537, -0.875], [-1.886, 2.676, 0.134], [-1.375, 1.568, -0.192], [-3.660, 6.453, 1.089], [-3.662, 6.823, 2.256], [-4.078, 7.146, 0.170], [-1.687, 2.898, 3.604], [-2.598, 4.741, 2.794], [-3.412, 5.378, -1.347], [-2.387, 3.185, -1.898], [0.915, -1.448, -3.651], [-0.113, -2.354, -3.836], [-1.070, -2.510, -2.848], [-0.970, -1.757, -1.688], [0.027, -0.882, -1.519], [0.953, -0.727, -2.470], [-1.945, -1.866, -0.568], [-3.040, -2.720, -0.622], [-3.898, -2.782, 0.461], [-3.644, -1.988, 1.567], [-2.539, -1.157, 1.539], [-1.715, -1.096, 0.496], [1.684, -1.297, -4.396], [-0.171, -2.944, -4.743], [-1.870, -3.225, -2.977], [1.737, -0.004, -2.247], [-3.212, -3.338, -1.490], [-4.751, -3.448, 0.442], [-4.283, -2.004, 2.439], [-2.290, -0.515, 2.376], [3.197, -7.877, 1.415], [3.121, -6.018, 1.821], [4.081, -5.473, 2.658], [4.016, -4.117, 2.951], [3.001, -3.330, 2.424], [2.051, -3.893, 1.583], [2.114, -5.247, 1.272], [0.940, -3.047, 0.973], [0.281, -3.522, 0.039], [0.771, -1.898, 1.518], [4.864, -6.096, 3.069], [4.767, -3.676, 3.597], [2.937, -2.274, 2.648], [1.375, -5.664, 0.601], [2.862, 1.532, -0.415], [4.396, 2.444, -1.097], [5.231, 1.886, -2.069], [6.347, 2.565, -2.541], [6.663, 3.827, -2.053], [5.843, 4.395, -1.085], [4.729, 3.714, -0.615], [5.001, 0.898, -2.453], [6.976, 2.102, -3.295], [7.533, 4.359, -2.421], [6.073, 5.380, -0.689], [4.096, 4.167, 0.139]], "atomic_forces_ev_per_a": [[-0.298, -0.057, 0.135], [0.029, 0.174, 0.122], [-0.304, -0.050, -0.098], [0.103, 0.051, 0.197], [0.003, -0.018, -0.028], [-0.192, 0.040, 0.033], [0.012, -0.076, 0.076], [-0.006, 0.004, -0.043], [0.085, -0.140, -0.087], [-0.076, 0.139, -0.161], [0.539, 0.347, -0.046], [-0.168, -0.206, -0.095], [-0.129, -0.240, 0.075], [0.102, -0.011, -0.040], [-0.009, 0.015, 0.021], [-0.010, 0.021, -0.015], [0.002, 0.025, 0.052], [0.024, 0.017, -0.009], [-0.041, -0.033, -0.003], [-0.023, 0.010, -0.014], [0.078, 0.117, 0.024], [0.083, -0.080, -0.145], [-0.160, -0.011, 0.122], [0.024, 0.055, -0.014], [-0.032, 0.000, 0.025], [0.031, -0.010, -0.051], [-0.021, 0.005, 0.026], [0.108, 0.036, -0.031], [-0.093, -0.072, 0.016], [-0.018, -0.005, 0.012], [-0.003, 0.014, 0.023], [0.042, 0.023, -0.004], [-0.030, -0.040, 0.005], [-0.018, 0.013, 0.051], [0.002, 0.006, -0.002], [0.003, -0.012, -0.021], [-0.022, -0.073, -0.080], [0.008, -0.016, -0.003], [-0.016, 0.055, 0.007], [-0.001, -0.006, 0.002], [0.008, 0.026, 0.014], [0.004, 0.000, 0.020], [-0.071, 0.053, -0.070], [-0.004, 0.012, -0.028], [-0.312, 0.000, 0.017], [0.279, 0.081, 0.287], [0.291, -0.323, -0.225], [-0.008, 0.008, -0.005], [-0.041, -0.018, -0.031], [-0.005, -0.016, -0.012], [0.008, 0.003, 0.014], [0.226, 0.169, 0.126], [0.033, 0.023, -0.138], [0.023, -0.048, -0.031], [0.007, 0.010, 0.006], [-0.015, 0.000, 0.005], [0.006, -0.003, -0.002], [0.018, 0.045, 0.000], [-0.005, 0.031, 0.018], [-0.030, 0.017, 0.032], [-0.024, -0.017, 0.012], [-0.009, -0.044, -0.021], [0.012, -0.019, -0.024]]}

---

# 5
{"formula": "C4H13N2O", "method": "the ωB97M-V functional and the def2-TZVPD basis", "homo_lumo_gap_ha": 0.4571, "charge": 1, "species": ["C", "C", "C", "C", "N", "N", "O", "H", "H", "H", "H", "H", "H", "H", "H", "H", "H", "H", "H", "H"], "xyz": [[1.988, 1.198, 0.161], [-2.613, -0.312, 0.584], [1.000, 0.067, 0.436], [-0.047, 0.238, -0.615], [-0.152, -0.730, -1.408], [1.523, -1.277, 0.378], [-0.620, 1.462, -0.639], [2.885, 1.065, 0.743], [1.466, 2.123, 0.282], [2.216, 1.151, -0.936], [-1.933, 0.456, 0.888], [-2.895, -0.002, -0.381], [-2.347, -1.333, 0.552], [0.544, 0.264, 1.367], [0.820, -1.582, -0.477], [-0.737, -0.574, -2.249], [1.394, -1.854, 1.244], [-3.458, -0.188, 1.247], [2.404, -1.588, -0.080], [-1.440, 1.414, -1.095]], "atomic_forces_ev_per_a": [[0.320, -1.096, -1.702], [-1.044, 0.952, 0.931], [0.654, 2.597, 0.075], [-0.159, 0.486, -0.583], [-0.718, -0.023, -1.117], [-0.862, -3.095, -1.119], [1.894, -0.926, 0.811], [0.237, 0.403, 0.237], [0.082, 0.642, 0.530], [0.294, 0.068, 0.891], [0.857, -0.313, 0.668], [-0.811, 0.135, -1.413], [0.838, -0.898, 0.207], [-0.379, -0.222, 1.366], [0.240, -0.359, 0.770], [0.357, -0.446, 0.725], [0.020, 0.776, -1.052], [-0.401, -0.136, 0.019], [-0.119, 1.338, 0.681], [-1.298, 0.119, -0.925]]}

---

# 6
{"formula": "CH8N2S2", "method": "the ωB97M-V functional and the def2-TZVPD basis", "homo_lumo_gap_ha": [0.2723, 0.1449], "charge": 1, "spin_multiplicity": 2, "species": ["S", "S", "H", "H", "N", "C", "N", "H", "H", "H", "H", "H", "H"], "xyz": [[1.078, 0.870, -0.493], [0.628, 0.644, -2.415], [0.402, -0.232, -0.093], [1.316, 1.750, -2.781], [-2.148, -0.317, 1.495], [-1.031, -0.603, 2.358], [-0.454, -1.948, 2.144], [-2.879, -0.990, 1.704], [-1.943, -0.482, 0.514], [-1.400, -0.540, 3.376], [-0.237, 0.159, 2.262], [0.346, -2.105, 2.746], [-0.179, -2.098, 1.180]], "atomic_forces_ev_per_a": [[-0.052, -0.003, 0.039], [0.054, 0.079, 0.083], [0.005, -0.003, 0.021], [-0.040, -0.054, -0.029], [-0.048, -0.172, -0.154], [0.629, -0.453, -0.319], [-0.330, 0.402, 0.194], [-0.138, 0.130, 0.067], [0.132, 0.082, -0.004], [0.110, -0.055, 0.209], [-0.354, 0.248, -0.099], [0.021, -0.117, -0.004], [0.011, -0.085, -0.001]]}